C18H22ClN3O5 | the ωB97M-V functional and the def2-TZVPD basis

```
49
Properties=species:S:1:pos:R:3:forces:R:3
Cl -1.385243 -0.457912 -1.995324 0.062 0.119 -0.169
O 1.794045 3.565680 1.229929 0.169 -0.223 0.044
O 0.217347 2.243360 0.103397 0.043 0.067 0.168
O -3.793062 -4.191755 -0.562016 -0.491 0.257 0.674
O 1.985185 -0.857003 0.253269 0.116 -0.139 -0.185
O -2.515090 -0.689759 1.551013 -0.132 0.277 0.100
N -2.714331 -4.233962 -1.380332 0.933 -0.159 -0.926
N 0.166911 -0.385816 1.473096 -0.738 -0.154 0.240
N -0.501752 -1.484329 0.935471 0.533 0.013 -0.046
C 1.782740 -2.639402 -3.034150 -0.066 -0.017 0.006
C -2.428637 -2.596513 0.126870 -0.816 -0.565 -0.168
C 1.020268 2.409929 1.250762 -0.146 -0.269 0.271
C -1.858195 -1.491937 0.910228 0.374 -0.151 0.197
C 1.095385 4.774261 1.503400 -0.143 0.233 0.152
C -4.698992 -2.966937 1.339254 -0.063 -0.160 -0.070
C -0.630081 -3.054817 -1.708449 0.121 -0.004 -0.278
C 0.986309 5.055295 2.998555 0.115 -0.212 -0.395
C 2.037691 2.019777 -1.595657 -0.287 0.103 0.197
C 1.395034 -0.086903 0.987509 -0.024 0.107 0.285
C -1.889546 -3.293811 -1.000731 -0.770 -0.053 0.491
C -0.292294 -1.790341 -2.195837 0.056 -0.184 -0.075
C 1.454074 -3.903108 -2.572607 0.052 -0.041 -0.038
C -3.642528 -3.211844 0.334824 0.917 0.641 0.074
C 0.252668 -4.109992 -1.921864 0.002 0.114 0.033
C 0.906173 -1.584056 -2.857094 -0.070 0.035 0.020
C 0.725833 2.659320 -1.158039 0.061 0.115 -0.245
C 1.971888 1.216867 1.496359 -0.130 0.330 -0.323
H 1.976940 5.064754 3.445542 0.078 0.032 0.071
H 2.014454 0.943135 -1.450526 0.039 -0.111 -0.032
H 1.684252 5.557286 1.018337 -0.147 -0.053 0.000
H 0.083112 -2.012364 0.294710 -0.113 0.094 0.137
H 0.098947 4.744270 1.046868 0.109 0.018 -0.050
H 0.278035 2.449448 2.068067 0.153 0.074 -0.130
H 0.833791 3.752084 -1.170822 -0.069 -0.117 -0.015
H 2.192951 2.231578 -2.651126 0.049 0.030 -0.117
H 0.516905 6.022622 3.153322 -0.073 0.107 0.067
H 2.133694 -4.728116 -2.719612 0.062 -0.072 -0.011
H -4.466492 -2.052934 1.878175 -0.018 -0.009 -0.009
H -5.664409 -2.871504 0.846301 -0.076 0.031 -0.001
H 2.917274 1.396199 0.986800 -0.055 -0.101 0.021
H 2.870556 2.437490 -1.036174 0.122 -0.012 0.002
H 0.387611 4.295721 3.495899 -0.073 -0.036 0.087
H -4.757328 -3.801836 2.036541 -0.026 -0.039 0.049
H 1.145403 -0.600766 -3.228559 0.012 0.113 -0.012
H 2.167804 1.138099 2.566396 0.032 0.010 0.006
H -0.021036 -5.089512 -1.561999 -0.023 -0.091 0.050
H -0.476707 0.300213 1.851263 0.122 -0.074 -0.107
H 2.721666 -2.471637 -3.538196 0.090 0.024 -0.045
H -0.079226 2.381477 -1.843043 0.129 0.102 0.003
```
Forces are in eV/Å.

Summary:
LUMO level	0.78	eV
HOMO energy	-0.3277	Ha
E	-1699.733702	hartree
SMILES	CCOC(CC(=O)NNC(=O)c1c(-c2ccccc2Cl)noc1C)OCC

***

C18H22F3N6S2V | the ωB97M-V functional and the def2-TZVPD basis

```
52
Properties=species:S:1:pos:R:3:forces:R:3
V 0.205103 -0.119310 -0.351219 3.608 2.481 -0.422
S 0.637738 -2.606215 0.034619 -0.084 -0.513 -0.040
S -2.355330 2.819578 -2.440887 -0.199 -0.042 -0.264
F -2.458968 -5.762285 -1.072852 0.100 0.015 0.066
F -1.309970 -5.165294 0.659208 0.002 0.018 -0.153
F -0.348367 -5.351141 -1.275231 -0.108 0.048 0.069
N 0.188392 1.748784 -1.012221 -1.293 -0.579 -0.558
N -0.637226 2.661434 -0.401217 0.148 0.267 0.245
N -0.006540 0.223684 1.227925 -0.970 -0.330 1.345
N 1.680567 -0.165999 -1.826784 -0.133 -0.526 -0.011
N -1.228605 -1.178154 -0.991504 -2.977 -1.915 -0.672
N -2.605914 3.702360 0.049359 0.012 0.095 0.151
C 2.353035 -1.160347 -2.413570 0.685 -0.053 -0.321
C 2.363709 1.005591 -1.481880 -1.018 1.309 0.669
C 1.558268 2.002422 -0.947062 1.447 -0.115 -0.274
C -1.817677 3.047172 -0.879207 0.289 -0.153 0.148
C -1.465495 -4.929129 -0.659231 0.065 -0.347 0.072
C 3.772948 1.097150 -1.733690 0.758 -0.585 -0.210
C 1.277474 0.493466 3.266419 -0.154 -0.051 -0.131
C -1.809338 -3.510121 -0.959074 -0.701 0.163 -0.325
C -0.896643 -2.469533 -0.692731 0.595 0.102 0.291
C -1.020837 1.492665 3.038472 0.090 -0.150 -0.091
C 4.418948 0.050364 -2.318368 -0.134 0.722 0.343
C -0.118407 0.308111 2.646371 0.234 0.169 0.472
C -3.060832 -3.202109 -1.469126 0.613 0.079 0.212
C 2.068773 3.276822 -0.338365 -0.290 -0.152 -0.214
C -3.383363 -1.870850 -1.721458 -0.291 0.001 -0.166
C -0.747323 -0.988739 3.184442 0.068 0.141 -0.224
C 3.700722 -1.120524 -2.684884 -0.507 -0.455 -0.173
C -2.444344 -0.896281 -1.481053 0.189 0.165 -0.135
H 1.775008 3.352775 0.714797 0.078 0.089 0.056
H -1.747454 -1.107733 2.762193 -0.010 -0.049 0.043
H -2.501990 3.421810 1.014131 0.009 -0.020 -0.021
H 1.649480 4.148282 -0.854677 0.046 0.048 0.044
H -0.541577 2.441431 2.782086 -0.004 0.017 0.020
H 1.774292 -2.040863 -2.672384 -0.010 -0.010 0.093
H 1.224493 0.555538 4.356724 0.007 0.005 0.000
H 4.315382 1.996526 -1.476212 -0.016 -0.002 0.021
H 4.188450 -1.963014 -3.154809 -0.019 0.008 -0.005
H 5.483492 0.119459 -2.512829 0.006 0.006 -0.019
H -1.965416 1.410281 2.496493 -0.037 0.032 0.035
H -0.812666 -0.966656 4.275430 -0.021 0.009 -0.007
H 1.739341 1.402605 2.876493 0.022 -0.004 0.011
H -1.223711 1.484413 4.112676 -0.002 0.056 -0.005
H -3.767364 -3.995999 -1.666173 -0.032 0.041 0.005
H 1.901586 -0.355097 2.983512 0.052 0.021 0.042
H -2.631634 0.150139 -1.702063 0.003 0.021 0.040
H -0.467629 2.818288 0.590522 -0.087 -0.084 -0.005
H 3.153300 3.335779 -0.382888 -0.006 -0.014 0.008
H -4.352791 -1.601008 -2.114684 0.025 0.034 -0.014
H -0.144666 -1.840042 2.871486 -0.014 -0.050 0.010
H -3.558404 3.799505 -0.255032 -0.036 0.034 -0.052
```
Forces are in eV/Å.

Summary:
LUMO level (alpha / beta)	2.51 / 2.58	eV
2S+1	2
HOMO energy (alpha / beta)	-0.0747 / -0.0751	Ha
net charge	-1
E	-3067.700064	hartree

***

C18H22HgN2O2S2 | the ωB97M-V functional and the def2-TZVPD basis

```
47
Properties=species:S:1:pos:R:3:forces:R:3
Hg -1.116636 2.707382 -2.524770 -0.515 -0.275 0.465
S -0.365463 -0.740820 -2.418895 0.780 -0.299 -0.234
S -3.066359 1.797229 -0.393979 0.220 0.453 -0.655
O 1.506463 2.202646 0.516991 0.048 -0.007 0.019
O -0.389168 0.070835 -1.164199 -0.014 0.006 0.207
N -1.973044 0.244561 1.413970 0.046 0.182 0.053
N -0.724551 2.119104 0.782554 0.084 -0.047 0.252
C 1.878215 0.200894 2.596278 -0.083 0.009 -0.144
C 0.603083 1.792002 1.195872 -0.168 -0.056 -0.103
C 1.597719 1.101737 -2.987429 0.012 -0.095 0.124
C 1.535455 0.645763 -5.732635 0.022 0.022 0.007
C 0.781317 1.051097 2.464528 0.051 -0.040 0.245
C 2.448061 1.807571 -3.827924 -0.062 0.000 -0.025
C 2.413645 1.579528 -5.196912 0.007 0.006 -0.020
C -0.059528 1.274562 3.559459 0.055 0.040 -0.143
C -1.661124 -2.726344 1.204558 -0.112 0.051 0.117
C -2.736425 -1.988487 2.001840 0.188 0.026 -0.194
C 0.720034 0.171386 -3.535694 -0.079 -0.024 0.040
C 0.810976 -2.094518 -2.113832 -0.377 0.139 -0.071
C -1.830982 1.329179 0.690692 0.161 -0.101 0.005
C 2.110855 -0.446636 3.797166 0.039 -0.028 -0.016
C -3.117094 -0.657924 1.366261 -0.238 -0.199 0.039
C 0.678172 -0.061258 -4.901782 -0.093 -0.027 -0.003
C 0.184267 0.628715 4.759354 -0.028 -0.035 0.057
C 1.265666 -0.234246 4.877712 0.000 0.057 -0.008
H -0.882522 1.974167 3.480072 -0.025 0.005 -0.026
H -2.390590 -1.809772 3.024688 -0.069 -0.025 0.030
H -1.347233 -3.626177 1.730924 0.031 -0.023 -0.040
H 0.355035 -2.778060 -1.399939 -0.044 -0.004 -0.019
H 2.531947 0.056611 1.746302 0.033 0.009 0.017
H -0.782072 -2.098189 1.046196 0.048 -0.026 -0.021
H 1.636009 1.233052 -1.911355 -0.046 0.076 0.002
H -1.242806 -0.001362 2.068225 0.071 0.089 0.030
H -0.465712 0.804147 5.605463 0.018 0.034 0.023
H 1.516633 0.471826 -6.799772 -0.013 -0.003 -0.005
H 3.137915 2.526688 -3.407898 0.019 0.009 -0.010
H 1.462493 -0.723210 5.821959 -0.018 -0.041 -0.002
H -2.050789 -3.018326 0.228377 0.030 -0.008 -0.041
H -0.015152 -0.784302 -5.314734 -0.015 0.003 -0.014
H 0.980224 -2.596069 -3.065239 0.044 -0.063 0.014
H 1.737296 -1.686465 -1.715526 -0.013 0.113 -0.024
H -3.411664 -0.791666 0.322393 0.043 0.010 0.016
H 2.959285 -1.109619 3.895942 0.006 -0.007 -0.005
H -3.958704 -0.206131 1.896917 0.029 0.022 -0.045
H -3.632463 -2.605131 2.066120 -0.028 0.044 0.075
H 3.076924 2.128354 -5.851414 0.005 0.007 -0.006
H -0.707608 2.865675 0.103117 -0.049 0.020 0.035
```
Forces are in eV/Å.

Summary:
LUMO level (alpha / beta)	-2.89 / -6.13	eV
2S+1	2
HOMO energy (alpha / beta)	-0.4335 / -0.4416	Ha
net charge	+1
E	-1908.658248	hartree

***

C18H22IN2O4Ti | the ωB97M-V functional and the def2-TZVPD basis

```
48
Properties=species:S:1:pos:R:3:forces:R:3
I 2.880600 0.021900 -0.044500 0.393 0.187 1.311
Ti 0.057100 -0.189700 0.062700 2.272 0.360 -0.964
O -2.156600 -1.855500 5.072700 0.251 -0.203 0.188
O 0.206500 0.133700 -1.980500 0.138 0.359 -0.905
O -1.235200 -1.303700 -0.197500 -1.441 -1.600 -1.277
O -0.928100 1.609900 -0.042000 -0.243 0.518 -0.176
N -4.539300 -1.848900 1.056500 -0.308 -0.142 -0.295
N 0.295500 -0.281000 1.952700 0.788 0.184 0.815
C -2.225000 -1.395100 0.669600 -1.895 -0.311 1.889
C 3.733200 0.845900 2.798600 0.161 -0.050 -0.149
C -3.725900 -2.161200 -1.195500 0.088 -0.032 0.046
C -1.398300 1.740400 -1.383400 -0.336 -0.102 -0.808
C -3.049800 -0.993800 4.397200 -0.235 0.201 -0.216
C 1.369600 0.210000 2.673500 0.799 0.333 0.684
C -0.286700 1.405400 -2.380800 -0.404 0.767 0.106
C 3.597300 1.199800 4.129300 -0.135 -0.036 0.019
C -3.512000 -1.787500 0.237700 0.587 0.154 -0.119
C -0.763200 -0.766600 2.617200 -0.571 -0.170 1.074
C 2.642000 0.361500 2.109200 -0.162 -0.005 -0.789
C -4.355800 -1.591200 2.349400 0.277 0.081 0.333
C 2.345800 1.110500 4.723700 0.190 -0.016 -0.110
C -2.012000 -1.121900 2.057500 -0.496 -0.349 -0.629
C -3.144900 -1.262800 2.913600 -0.006 0.008 0.022
C 1.263600 0.635900 4.014100 -0.160 -0.146 -0.289
C -0.236600 2.747400 0.475000 0.230 0.662 0.551
C 0.944900 -0.548500 -2.988300 0.382 -0.439 -0.265
H -3.103400 -3.023900 -1.436500 0.005 -0.001 -0.153
H -4.047400 -1.052500 4.845200 0.039 0.095 -0.106
H -3.445300 -1.345800 -1.863500 0.007 -0.021 -0.091
H 0.353500 -0.623100 -3.905500 0.008 -0.003 0.167
H -0.658900 -0.919500 3.685300 -0.042 0.002 -0.109
H 1.886800 -0.030400 -3.210600 -0.166 -0.006 0.099
H 1.155700 -1.551400 -2.605500 -0.042 0.199 -0.121
H 2.209500 1.421300 5.747800 -0.017 0.019 0.092
H -2.197100 0.989500 -1.475100 0.163 0.307 -0.017
H -2.550800 -2.731600 5.139400 0.026 0.021 -0.047
H -1.809900 2.742700 -1.553900 0.105 -0.202 0.064
H -0.169300 2.598800 1.559500 0.081 0.030 -0.313
H 4.685300 0.937200 2.301000 0.113 0.030 -0.019
H -0.700800 1.354200 -3.396400 0.062 -0.005 0.205
H -0.817700 3.657400 0.283400 0.070 -0.227 -0.017
H 0.772500 2.858100 0.046000 -0.296 -0.121 0.072
H -2.667000 0.018800 4.564900 -0.071 -0.079 0.031
H -5.245700 -1.650800 2.960600 -0.054 -0.013 0.168
H -4.769500 -2.417200 -1.348800 -0.019 0.018 -0.009
H 0.295700 0.613100 4.490500 -0.064 -0.026 0.047
H 0.523000 2.156300 -2.363500 -0.165 -0.282 -0.029
H 4.451200 1.553500 4.683000 0.096 0.051 0.042
```
Forces are in eV/Å.

Summary:
LUMO level (alpha / beta)	-3.10 / -3.35	eV
2S+1	3
HOMO energy (alpha / beta)	-0.3301 / -0.4103	Ha
net charge	+1
E	-2256.503046	hartree

***

no.,M (g mol⁻¹)
1,395.84
2,494.49
3,563.11
4,505.15